Entry 1:
Computed, not measured: C23H19Cl4I2N4O2SSiTa as an isolated structure, with ωB97M-V/def2-TZVPD.

## Properties
HOMO (alpha / beta) in eV: -10.07 / -11.08
Relative energy (zero: lowest compared OMol25 entry of this formula, charge and spin) in eV: 2.783
2S+1: 2
LUMO energy (alpha / beta) in eV: -3.20 / -3.28
Total charge: +1

Structure (XYZ):
```
57
C23H19Cl4I2N4O2SSiTa | OMol25 | ωB97M-V/def2-TZVPD
Ta -0.44505 0.53546 0.57092
I 5.17041 -2.78995 -3.76473
C 3.59408 -2.07069 -2.60478
C 3.74463 -0.87011 -1.92279
C 2.68481 -0.42290 -1.15417
I 2.67822 1.50727 -0.30694
C 1.52141 -1.17070 -1.02332
O 0.53893 -0.75146 -0.21754
C 1.33209 -2.30751 -1.79815
C -0.06130 -2.90188 -1.85387
N -1.04778 -1.82907 -2.02040
C -0.86313 -1.01130 -3.20074
C -1.36309 0.40400 -3.02752
C -2.16221 0.94963 -4.02204
C -2.52331 2.28399 -3.97398
C -2.05842 3.05717 -2.92784
C -1.29491 2.44178 -1.95659
N -0.95439 1.14548 -1.97645
C 2.38610 -2.75795 -2.57782
H 4.65211 -0.28953 -2.00534
H -0.08916 -3.65207 -2.65295
H -0.30289 -3.40145 -0.91239
H -1.97962 -2.22239 -1.99606
H 0.20864 -0.93657 -3.40078
H -1.32297 -1.43757 -4.09863
H -2.49295 0.31989 -4.83677
H -3.14851 2.71380 -4.74571
H -2.28766 4.11070 -2.85525
H -0.92900 3.01480 -1.11522
H 2.25435 -3.64571 -3.18359
O -0.85369 2.37685 1.10541
N -0.08123 3.14867 1.88383
C -0.13967 4.49016 1.73068
C 0.71091 5.28971 2.43294
C 1.63673 4.69473 3.30034
C 1.65995 3.33180 3.45219
C 0.77428 2.51810 2.73126
S 0.70782 0.80424 2.82501
H -0.88004 4.84003 1.02759
H 0.66134 6.35947 2.29922
H 2.34127 5.31122 3.84188
H 2.36774 2.84233 4.10522
Cl -3.37710 -2.06428 0.57115
Si -2.89521 -0.07760 0.57187
Cl -4.11749 0.87357 -0.77271
Cl -3.33699 0.70284 2.43960
Cl -1.98133 -3.08347 5.67111
C -0.88883 -2.99650 4.34066
C 0.19984 -3.84518 4.25480
C 1.03081 -3.73026 3.15274
C 0.74298 -2.77294 2.19586
N -0.30575 -1.95483 2.28104
C -1.10863 -2.06569 3.33800
H 0.39282 -4.57168 5.03250
H 1.88603 -4.38077 3.03448
H 1.37442 -2.65537 1.32144
H -1.96038 -1.40033 3.39335
```

***

Entry 2:
Computed, not measured: a 2-piece molecular cluster, C28H30N3O2 overall, with ωB97M-V/def2-TZVPD.

## Properties
HOMO in eV: -10.89
LUMO energy in eV: -4.00
Total charge: +1

Structure (XYZ):
```
63
C28H30N3O2 | OMol25 | ωB97M-V/def2-TZVPD
C -5.26132 1.15285 2.56838
O -3.99970 1.81583 2.76514
C -2.85857 1.28588 2.24693
C -1.72955 2.12853 2.31810
C -0.55536 1.75025 1.71541
C -0.44330 0.48995 1.11732
C 0.80379 0.14658 0.40956
C 0.59613 -0.33318 -0.97876
C 1.64355 -0.95883 -1.69815
C 1.49522 -1.34106 -3.01912
C 0.35317 -0.92089 -3.72555
O 0.51752 -0.94667 -5.10350
C -0.53667 -0.67961 -5.97536
C -0.13436 -0.17873 -7.21311
C -1.09299 0.06373 -8.19180
C -2.43803 -0.25242 -7.95508
C -2.81415 -0.82135 -6.73349
C -1.86846 -1.02827 -5.72598
C -0.72972 -0.32712 -3.06429
C -0.60335 -0.07121 -1.69637
C -1.52226 -0.42821 1.20793
C -2.74810 -0.02239 1.72270
H -5.99104 1.84259 3.00197
H -5.46254 1.00646 1.49401
H -5.28289 0.19133 3.10614
H -1.83324 3.06733 2.86073
H 0.25991 2.46058 1.62495
H 1.61094 0.91257 0.45919
H 2.60201 -1.16170 -1.21745
H 2.26454 -1.86987 -3.57836
H 0.92211 0.00709 -7.36751
H -0.77483 0.48568 -9.14532
H -3.19145 -0.05709 -8.71914
H -3.84270 -1.12382 -6.55156
H -2.17194 -1.45196 -4.77333
H -1.63994 -0.02263 -3.59643
H -1.47826 0.38252 -1.22725
H -1.41299 -1.43287 0.77946
H -3.59675 -0.71203 1.73903
C 0.38153 3.13681 4.55042
C 1.47918 2.80135 3.77125
N 1.81607 1.49958 4.11886
C 2.95157 0.71367 3.60147
C 2.58399 -0.68883 3.15452
C 3.80716 -1.50882 2.80511
C 3.31242 -2.57554 1.81441
C 1.87774 -2.21347 1.44717
N 1.71119 -0.79906 1.92928
C 1.01226 1.14408 5.19399
N 0.12924 2.10319 5.43570
H -0.21808 4.03968 4.48685
H 1.98819 3.37846 3.00367
H 3.41891 1.24796 2.75936
H 3.70186 0.59913 4.41022
H 2.03777 -1.21410 3.96620
H 4.55121 -0.87992 2.30400
H 4.29422 -1.94148 3.68620
H 3.97017 -2.58540 0.93118
H 3.33964 -3.57616 2.26139
H 1.66588 -2.30056 0.37821
H 1.16323 -2.83815 2.03022
H 0.78135 -0.79843 2.36396
H 1.18883 0.20819 5.71633
```

***

Entry 3:
Computed, not measured: a 2-piece molecular cluster, C3H5BrN3 overall, with ωB97M-V/def2-TZVPD.

## Properties
HOMO in eV: -14.56
Relative energy (zero: lowest compared OMol25 entry of this formula, charge and spin) in eV: 1.363
LUMO energy in eV: -6.52
Total charge: +1

Structure (XYZ):
```
12
C3H5BrN3 | OMol25 | ωB97M-V/def2-TZVPD
C 0.38268 -0.95615 -1.43701
C 0.95218 -0.97158 0.78344
C -0.53237 0.06292 -1.20682
N 1.14520 -1.43516 -0.41932
N -0.12854 -0.15495 1.04145
N -0.85259 0.29763 0.04212
Br -0.53687 2.96146 1.62451
H 0.51126 -1.40413 -2.42707
H 1.49651 -1.22052 1.58458
H -0.58001 0.25342 1.90385
H -1.07186 0.47761 -2.06088
H -0.78560 2.08945 0.57117
```

***

Entry 4:
Computed, not measured: C25H25F3N2O4S3 as an isolated structure, with ωB97M-V/def2-TZVPD.

## Properties
HOMO in eV: -7.08
Relative energy (zero: lowest compared OMol25 entry of this formula, charge and spin) in eV: 3.666
LUMO energy in eV: -2.75

Structure (XYZ):
```
62
C25H25F3N2O4S3 | OMol25 | ωB97M-V/def2-TZVPD
C -0.61162 -1.65893 -1.22412
N -0.67323 -1.08642 0.14150
C 0.27634 -1.26742 1.05306
C 1.38260 -2.23529 0.72933
C 2.58138 -1.78570 1.67215
C 2.05260 -0.63567 2.60706
C 0.65222 -0.25263 2.08789
C -1.68190 -0.10007 0.33721
C -2.16430 0.13242 1.63876
C -3.00325 1.21060 1.90672
C -3.45579 2.01923 0.84979
C -3.06091 1.72443 -0.46920
C -2.17937 0.66965 -0.72188
H -1.62507 -1.70273 -1.62805
H -0.00008 -1.03526 -1.89110
H -0.22419 -2.68085 -1.22046
H 1.53067 -2.24079 -0.37383
H 3.04228 -2.53688 2.35292
H 3.40749 -1.40464 1.04492
H 1.95061 -0.98195 3.65790
H 2.75204 0.22262 2.58048
H 0.70509 0.71829 1.54759
H -0.07794 -0.20808 2.91706
H -1.87838 -0.52466 2.46313
H -3.32155 1.41498 2.93637
H -4.13327 2.85615 1.04652
H -3.45703 2.31759 -1.30390
H -1.86829 0.45207 -1.74767
F 1.38163 -4.78279 -2.23345
C 1.73249 -5.02044 -0.92982
F 1.06189 -6.13533 -0.57158
F 3.04114 -5.38914 -0.95595
S 0.79775 -3.81531 0.82114
N 4.54187 -6.80514 1.40846
S 3.32886 -7.39715 2.39528
C 3.95839 -8.94672 1.76446
C 3.09795 -9.88184 1.21063
C 3.67692 -10.97984 0.55465
C 5.07430 -11.05776 0.43020
C 5.91653 -10.04866 0.93091
C 5.33813 -8.97737 1.59938
O 3.64513 -7.30335 3.80960
O 1.96139 -7.27723 1.98854
S 5.25731 -5.43592 1.90201
C 5.65344 -4.73406 0.29831
C 6.60307 -5.46741 -0.39345
C 7.08137 -5.01752 -1.62017
C 6.60668 -3.80468 -2.14429
C 5.65750 -3.05222 -1.44510
C 5.17038 -3.51379 -0.21480
O 4.36702 -4.45083 2.49239
O 6.48882 -5.77961 2.59342
H 2.02321 -9.72883 1.26224
H 3.02786 -11.76479 0.15710
H 5.53643 -11.92067 -0.06241
H 7.00443 -10.05940 0.82180
H 5.95475 -8.15483 1.93264
H 6.97377 -6.39697 0.04683
H 7.82504 -5.62161 -2.13523
H 6.97315 -3.46392 -3.11262
H 5.32533 -2.08269 -1.84181
H 4.46270 -2.91105 0.35510
```

***

Entry 5:
Computed, not measured: a single C3H7N3O molecule, with ωB97M-V/def2-TZVPD.

## Properties
HOMO in eV: -7.15
Relative energy (zero: lowest compared OMol25 entry of this formula, charge and spin) in eV: 3.443
LUMO energy in eV: 0.43

Structure (XYZ):
```
14
C3H7N3O | OMol25 | ωB97M-V/def2-TZVPD
C -2.34892 -0.48598 0.57107
N -1.27512 -1.12885 -0.30198
C 0.00608 -0.46637 -0.75223
O 0.36573 -0.59290 -1.89700
N 0.63338 0.23694 0.22108
C 1.82479 0.93362 -0.02655
N 2.38516 1.58729 0.89903
H -2.45352 0.52400 0.15359
H -1.93503 -0.42526 1.58656
H -1.75073 -1.35707 -1.17566
H -1.03113 -2.03325 0.10915
H 0.18025 0.34951 1.12318
H 2.16472 0.82947 -1.05920
H 3.23435 2.02884 0.54897
```

***

Entry 6:
Computed, not measured: a single C6H7NO3 molecule, with ωB97M-V/def2-TZVPD.

## Properties
HOMO in eV: -10.39
Relative energy (zero: lowest compared OMol25 entry of this formula, charge and spin) in eV: 0.735
LUMO energy in eV: -0.27

Structure (XYZ):
```
17
C6H7NO3 | OMol25 | ωB97M-V/def2-TZVPD
C -1.85882 -0.25516 1.71491
C -0.80549 0.61478 1.05378
O -0.54964 1.80820 1.23731
N -0.02996 -0.04136 0.11914
C -0.14662 -1.24554 -0.58959
O -0.99704 -2.10791 -0.30205
C 0.91091 -1.25802 -1.53517
C 1.56056 -0.09237 -1.59249
C 1.07035 0.86800 -0.65540
O 1.89224 1.44452 0.27631
H -2.26935 -0.58585 0.79803
H -2.55463 0.21075 2.30242
H -1.41703 -1.08519 2.07812
H 1.08647 -2.09958 -2.15888
H 2.36540 0.14823 -2.35535
H 0.49016 1.70946 -1.14258
H 1.25252 1.96704 0.75150
```

***

Entry 7:
Computed, not measured: C32H28BiOP2S3 as an isolated structure, with ωB97M-V/def2-TZVPD.

## Properties
HOMO in eV: -10.35
LUMO energy in eV: -3.02
Total charge: +1

Structure (XYZ):
```
67
C32H28BiOP2S3 | OMol25 | ωB97M-V/def2-TZVPD
Bi 0.51065 -2.29422 -0.26940
S -1.59362 -1.71369 1.38128
P -0.65473 0.12401 1.17263
C 0.59956 -0.19626 0.08491
P 1.90010 0.53221 -0.87265
S 1.97572 -0.93536 -2.33423
C 1.59103 2.11897 -1.69141
C 0.45039 2.87340 -1.41742
C 0.17743 4.07275 -2.14594
C 1.11596 4.50365 -3.06902
C 2.20656 3.69495 -3.44366
C 2.49897 2.57568 -2.69899
C 3.41015 0.56601 0.11168
C 3.89892 -0.68635 0.46798
C 4.89547 -0.72989 1.42083
C 5.35634 0.48687 1.99757
C 4.82417 1.74676 1.62145
C 3.88450 1.76406 0.59868
C -0.04385 0.88688 2.64472
C -0.29939 2.22892 3.02606
C 0.29920 2.70952 4.19650
C 1.27591 2.01942 4.85324
C 1.61880 0.77035 4.41376
C 0.94234 0.20501 3.34104
C -2.08022 1.16871 0.70938
C -2.28839 1.29069 -0.68459
C -3.39289 2.03556 -1.18908
C -4.24800 2.64217 -0.28707
C -3.97163 2.62419 1.09184
C -2.89458 1.85946 1.61121
H -0.18438 2.50214 -0.63135
H -0.78384 4.63612 -2.08397
H 1.02838 5.57944 -3.44212
H 2.75773 3.89237 -4.34405
H 3.50907 2.13091 -2.72584
H 3.35781 -1.58498 0.24482
H 5.24132 -1.73569 1.76797
H 6.02052 0.38093 2.86994
H 5.04780 2.64137 2.23900
H 3.46661 2.76247 0.26538
H -0.98120 2.82558 2.39045
H -0.16134 3.59812 4.57226
H 1.77883 2.40665 5.76799
H 2.42391 0.23689 4.88589
H 1.21421 -0.83472 3.02942
H -1.64463 0.67508 -1.30558
H -3.64466 2.11142 -2.25341
H -5.14721 3.16988 -0.63799
H -4.62397 3.18069 1.75195
H -2.80858 1.57911 2.64696
C -1.32428 -3.58025 -4.10430
S -2.10686 -2.76016 -2.60142
O -0.80567 -2.10917 -2.11205
C -2.37149 -4.14273 -1.54187
C -3.53520 -4.12341 -0.72990
C -3.83229 -5.26058 0.00284
C -2.95532 -6.36471 -0.00443
C -1.84204 -6.37244 -0.85046
C -1.45944 -5.20317 -1.53703
H -0.24786 -3.73686 -3.90741
H -1.43330 -2.81859 -4.94449
H -1.91468 -4.48059 -4.39001
H -4.18579 -3.25282 -0.89508
H -4.85000 -5.30886 0.48465
H -3.15998 -7.19295 0.63320
H -1.23986 -7.23050 -1.02029
H -0.56716 -5.16040 -2.13092
```

***

Entry 8:
Computed, not measured: C46H36F9N2O4PPd as an isolated structure, with ωB97M-V/def2-TZVPD.

## Properties
HOMO (alpha / beta) in eV: -13.38 / -13.38
Relative energy (zero: lowest compared OMol25 entry of this formula, charge and spin) in eV: 2.288
2S+1: 5
LUMO energy (alpha / beta) in eV: -7.02 / -8.92
Total charge: +2

Structure (XYZ):
```
99
C46H36F9N2O4PPd | OMol25 | ωB97M-V/def2-TZVPD
Pd 0.10160 1.05077 -0.34450
C -0.41750 4.77235 -3.43705
O -1.19937 5.44303 -2.36194
C -0.75803 5.33900 -1.10240
C -0.90846 6.50880 -0.35366
C -0.55700 6.57125 1.05186
C -0.06908 5.39654 1.62480
C 0.33334 4.27913 0.85293
C 1.06622 3.20686 1.44587
N 1.50495 2.16291 0.79392
N 2.75385 1.77662 0.73904
C 2.99540 1.22093 -0.50483
O 2.06674 1.03780 -1.33481
C 4.39671 0.88900 -0.73947
C 4.89187 0.92936 -2.03335
C 6.26725 0.88800 -2.26592
C 7.09598 0.60933 -1.15581
C 6.60446 0.50573 0.12414
C 5.25947 0.72259 0.37708
C -0.11105 4.14890 -0.52456
O 0.07484 3.09028 -1.18933
H 0.64169 5.08485 -3.36803
H -0.92644 5.07556 -4.37221
H -0.45132 3.69624 -3.45073
H -1.44270 7.27631 -0.82916
H -0.65834 7.51049 1.62848
H 0.13831 5.30957 2.70611
H 1.56388 3.39704 2.41956
H 4.23417 0.98987 -2.89042
H 6.64627 1.12618 -3.28429
H 8.14382 0.47594 -1.34790
H 7.32806 0.37171 0.91911
H 4.80477 0.71336 1.40001
F -6.51765 2.61934 -4.19572
C -5.58035 3.26586 -3.42190
F -6.12980 4.49188 -3.15534
F -4.50246 3.47437 -4.32689
C -5.06461 2.49739 -2.27256
C -5.15384 1.08731 -2.24011
C -4.33906 0.39024 -1.34475
C -3.34333 1.09059 -0.63582
C -3.34475 2.50509 -0.56675
C -4.21382 3.17836 -1.36929
P -1.89885 0.31998 0.13681
C -1.93436 0.55317 1.88137
C -0.93391 -0.13641 2.61678
C -0.84454 0.08754 3.97481
C -1.59183 1.11812 4.60831
C -2.66683 1.67923 3.87187
C -2.80105 1.47505 2.53205
C -1.23765 1.31588 6.06718
F 0.09020 1.80796 6.23937
F -1.23421 0.10938 6.75403
F -2.04850 2.19262 6.80272
C -2.14775 -1.39240 -0.28496
C -2.33647 -2.39484 0.67146
C -2.17944 -3.73948 0.29847
C -2.00056 -4.07442 -1.04697
C -2.02426 -3.05132 -2.02134
C -2.11000 -1.75047 -1.65324
C -1.87889 -5.48146 -1.50485
F -2.83995 -5.88476 -2.35426
F -1.84457 -6.36094 -0.47412
F -0.74377 -5.73158 -2.26469
H -5.82350 0.55814 -2.91875
H -4.33347 -0.70364 -1.38907
H -2.73258 3.01761 0.25214
H -4.32278 4.27431 -1.27639
H -0.23560 -0.78661 2.08685
H -0.19325 -0.58925 4.54457
H -3.31263 2.38899 4.39500
H -3.58588 1.97206 1.94672
H -2.49342 -2.11340 1.69666
H -2.09787 -4.52079 1.05576
H -1.96023 -3.28056 -3.09448
H -2.10720 -0.94612 -2.43970
C 1.44394 -7.27067 0.76335
C 1.86840 -5.81005 0.65985
C 1.87073 -4.84317 1.70303
C 2.08789 -3.47476 1.38169
C 2.44888 -2.49397 2.47056
C 2.08245 -3.04751 0.04617
C 1.76558 -1.67788 -0.33917
O 1.09603 -0.86117 0.37267
C 2.25022 -4.00561 -0.99434
C 2.51227 -3.81159 -2.49039
C 2.14943 -5.35889 -0.63583
H 1.10633 -7.52159 1.77698
H 2.27428 -7.92420 0.40931
H 0.59229 -7.45043 0.07244
H 1.89413 -5.09489 2.75800
H 3.24356 -2.93812 3.04679
H 1.65288 -2.26139 3.20110
H 2.74115 -1.56332 2.01875
H 1.94410 -1.35638 -1.40140
H 2.21916 -2.83159 -2.89534
H 2.00793 -4.58546 -3.09368
H 3.58054 -3.88472 -2.72579
H 2.34875 -6.04093 -1.47821
```